Arrangement a

Formula: H16O8
Source: OMol25
Level of theory: the ωB97M-V functional and the def2-TZVPD basis

## Properties
- Kohn-Sham gap: 0.393 hartree
- HOMO energy: -10.994 eV

```
! RIJCOSX wB97M-V def2-TZVPD def2/J DEFGRID3
* xyz 0 1
O 3.98228 0.46615 0.21471
H -1.18100 0.04206 -2.64859
H -2.83086 -0.02455 2.76351
O -2.90651 -0.80036 2.19660
H 0.99026 3.55633 -0.49365
H 3.21817 -3.04801 -1.52882
O 0.24402 -1.28845 0.23068
H 0.81849 0.02686 2.44545
H 0.61749 -0.40404 0.31629
H -3.74532 -0.28086 -1.43038
H 3.70992 0.94072 -0.57876
O -1.54300 -0.22106 -1.79494
O 0.68364 0.90786 2.07850
H 1.58358 4.38734 -1.61946
H -4.57792 0.28970 -0.29404
O 2.66744 -3.66393 -1.03251
H 0.91779 -1.78198 -0.25041
H 2.92211 -3.51876 -0.11433
H -2.05226 0.54594 -1.50971
O -4.62948 0.04284 -1.22430
H 3.15712 0.30341 0.68547
H 1.57562 1.25871 1.97711
H -2.79863 -1.54364 2.80067
O 1.21104 4.46330 -0.73378
*
```

=====

Arrangement b

Formula: H16O8
Source: OMol25
Level of theory: the ωB97M-V functional and the def2-TZVPD basis

## Properties
- Kohn-Sham gap: 0.380 hartree
- HOMO energy: -10.731 eV

```
! RIJCOSX wB97M-V def2-TZVPD def2/J DEFGRID3
* xyz 0 1
H 21.58600 14.21500 13.98400
O 23.88400 15.84000 16.37500
O 25.88700 15.98600 13.40800
H 21.84500 14.41300 17.63600
H 23.91400 18.32800 13.11100
H 20.60400 15.09900 17.02200
H 24.09500 16.59900 15.90100
H 22.88300 17.35900 13.31800
H 26.21200 15.48200 14.14100
O 20.89800 14.35200 17.48200
H 22.80800 14.88900 14.01000
H 21.57900 19.53500 14.60300
H 23.88900 13.96500 17.10800
H 22.98900 11.70400 16.17900
O 23.67800 13.31100 17.75100
O 23.60100 17.78700 13.77800
H 25.21900 16.55900 13.81300
H 22.26900 18.52700 15.34800
H 22.64200 12.98700 15.52000
O 22.15100 14.60000 14.58700
O 22.93300 12.07900 15.33900
H 24.38600 12.68300 17.82700
O 21.38100 18.98700 15.34600
H 23.03300 15.63900 16.02400
*
```

=====

Most stable pick: arrangement b. Distance to second place: 0.137 eV.

=====

Arrangement a

Formula: C6H6N2O
Source: OMol25
Level of theory: the ωB97M-V functional and the def2-TZVPD basis

## Properties
- Kohn-Sham gap: 0.313 hartree
- HOMO energy: -7.868 eV

```
! RIJCOSX wB97M-V def2-TZVPD def2/J DEFGRID3
* xyz 0 1
C -0.18185 -0.40758 -1.80606
C -0.42005 -2.24546 -0.11160
N 0.29496 -0.35610 1.75977
C -0.05523 -0.77887 0.46206
C -0.00518 0.25364 -0.50047
H -0.50818 -2.40775 -2.37440
C -0.57944 -1.74059 -1.55642
N 0.30313 1.27191 0.25603
H -0.35306 0.08855 -2.73959
H -1.18683 -2.73593 0.59352
H 0.94008 3.01088 -0.07846
H 0.43580 1.42972 2.64580
H 0.54196 -2.68438 -0.07248
C 0.46857 0.89995 1.58816
O 0.07283 2.62521 -0.06738
*
```

=====

Arrangement b

Formula: C6H6N2O
Source: OMol25
Level of theory: the ωB97M-V functional and the def2-TZVPD basis

## Properties
- Kohn-Sham gap: 0.332 hartree
- HOMO energy: -8.423 eV

```
! RIJCOSX wB97M-V def2-TZVPD def2/J DEFGRID3
* xyz 0 1
C -1.37610 0.04387 0.12915
H 0.02773 -0.40148 3.23795
C 1.54142 -0.23533 -1.39213
H 2.12099 -0.23959 1.98802
H -2.21860 1.48938 -1.24504
C 1.15875 -0.25130 -0.00249
O 0.19197 -0.06923 -1.76663
C -0.10725 0.09557 -0.54015
H 1.84931 -1.21580 -1.56427
H -2.88540 0.16875 -1.21153
N -2.52501 0.69803 -0.60803
C 1.29402 -0.26326 1.38147
N -1.23008 -0.14961 1.46653
H 2.23107 0.58387 -1.96773
C -0.07282 -0.25389 2.09489
*
```

=====

Most stable pick: arrangement a. Distance to second place: 0.121 eV.

=====

Arrangement a

Formula: C4H16O4
Source: OMol25
Level of theory: the ωB97M-V functional and the def2-TZVPD basis

## Properties
- Kohn-Sham gap: 0.406 hartree
- HOMO energy: -10.705 eV

```
! RIJCOSX wB97M-V def2-TZVPD def2/J DEFGRID3
* xyz 0 1
O 0.06123 1.52694 -0.35733
H 3.77930 -1.02951 -0.75102
C 2.04863 0.59053 0.73776
O -2.78090 -0.33961 1.82053
H -2.00698 1.98928 -1.73442
H 1.12224 -1.29469 0.58523
H -0.50362 -2.68354 -0.36890
H 2.51709 1.19732 -0.11474
H 2.62424 0.92954 1.54700
C 2.13340 -0.86477 0.42665
C 2.79484 -1.03015 -0.87176
C 0.68610 1.17377 0.90282
H -3.25200 -0.17583 1.01366
H -0.00290 0.61225 1.50282
H 0.36871 0.94741 -1.03590
H -0.91641 -2.45731 -1.76589
O -1.24678 -2.40108 -0.92169
H 0.75827 2.24798 1.47135
H 2.57671 -1.95402 -1.28071
O -2.74782 1.69732 -1.38063
H -2.45572 1.08914 -0.65195
H 2.63932 -1.58268 0.99272
H -1.86790 -0.49750 1.79587
H 2.35608 -0.42260 -1.66509
*
```

=====

Arrangement b

Formula: C4H16O4
Source: OMol25
Level of theory: the ωB97M-V functional and the def2-TZVPD basis

## Properties
- Kohn-Sham gap: 0.362 hartree
- HOMO energy: -9.254 eV

```
! RIJCOSX wB97M-V def2-TZVPD def2/J DEFGRID3
* xyz 0 1
H 1.65322 1.55981 -1.14223
H -0.83044 1.36854 1.43858
H -0.07379 -0.66559 3.99048
C 1.14828 0.59891 -1.07647
H -1.70890 0.04786 -0.24533
O -0.67296 -0.51650 3.28559
O -1.58441 -0.32769 0.65049
H 0.35243 1.84395 -3.04780
H -1.27073 2.06714 -2.33487
O 0.36826 -3.52155 -0.39945
H -0.27131 -0.66625 -1.65332
C 0.16554 0.23464 -1.88739
H -0.93458 -1.31955 2.91234
H 2.67324 -0.46104 -0.17168
H -0.89268 0.19067 0.97395
C 1.57660 -0.22110 0.11085
H 1.30936 -3.64132 -0.51309
O -0.71543 2.19478 1.85655
H -0.96305 0.93171 -3.60087
C -0.47937 1.20385 -2.67549
H 1.05664 -1.11496 0.37272
H -1.58435 2.35794 2.24792
H 0.02491 -2.57047 -0.18424
H 1.65352 0.42625 1.09276
*
```

=====

Most stable pick: arrangement a. Distance to second place: 0.364 eV.